No. 1
{
  "formula": "C14H8AuBrN3O2S6",
  "method": "ωB97M-V with the def2-TZVPD basis set",
  "elements": ["Au", "S", "C", "S", "C", "C", "S", "S", "S", "Br", "C", "C", "C", "C", "C", "N", "C", "O", "O", "H", "H", "H", "C", "C", "C", "C", "N", "C", "S", "N", "H", "H", "H", "H", "H"],
  "xyz": [[-0.047, 0.814, -0.113], [6.509, 4.319, -0.685], [5.032, 3.613, -0.603], [3.539, 4.450, -0.819], [2.430, 3.095, -0.632], [3.059, 1.872, -0.339], [2.356, 0.371, -0.010], [4.807, 1.922, -0.296], [0.800, 3.379, -0.832], [-2.570, 1.960, -2.737], [-3.163, 1.650, -0.971], [-4.524, 1.584, -0.733], [-4.948, 1.524, 0.586], [-4.010, 1.579, 1.601], [-2.667, 1.601, 1.265], [-2.255, 1.594, -0.009], [-1.597, 1.684, 2.362], [-1.994, 2.057, 3.463], [-0.416, 1.366, 2.022], [-5.217, 1.600, -1.561], [-6.005, 1.465, 0.811], [-4.275, 1.613, 2.647], [1.890, -3.486, 1.551], [1.316, -3.431, 0.164], [1.374, -4.516, -0.703], [0.847, -4.320, -1.966], [0.312, -3.173, -2.364], [0.279, -2.179, -1.459], [-0.425, -0.675, -1.998], [0.766, -2.282, -0.209], [1.751, -4.473, 1.996], [1.425, -2.722, 2.171], [2.962, -3.278, 1.509], [1.803, -5.463, -0.405], [0.856, -5.116, -2.706]],
  "forces_ev_per_angstrom": [[0.01, -0.31, -0.30], [0.06, 0.03, 0.00], [-0.13, -0.08, -0.01], [0.07, -0.09, -0.02], [-0.11, 0.08, -0.08], [0.00, -0.17, 0.12], [-0.12, 0.08, -0.06], [0.00, 0.12, 0.03], [0.13, 0.18, 0.00], [0.09, -0.10, -0.01], [0.02, 0.06, 0.17], [-0.06, 0.01, -0.04], [0.01, 0.00, -0.01], [-0.07, 0.03, 0.00], [0.11, 0.01, -0.06], [-0.22, -0.02, 0.00], [0.08, -0.05, 0.07], [0.04, -0.10, -0.08], [-0.03, 0.13, 0.06], [0.00, 0.01, 0.02], [0.01, 0.01, -0.01], [0.03, -0.02, 0.00], [0.00, 0.01, -0.08], [-0.05, 0.06, -0.03], [0.00, -0.05, 0.04], [-0.06, 0.13, -0.06], [-0.09, 0.05, 0.02], [0.28, -0.18, 0.13], [0.13, 0.05, 0.21], [-0.12, 0.11, -0.09], [0.02, 0.02, 0.02], [-0.01, -0.02, 0.01], [-0.02, -0.01, 0.02], [0.01, 0.02, -0.02], [0.01, -0.01, 0.03]],
  "lowdin_spin": [0.478, 0.093, 0.018, -0.019, 0.120, 0.190, 0.412, 0.012, 0.340, 0.005, 0.009, 0.001, 0.002, 0.001, 0.006, 0.063, 0.003, 0.011, 0.045, 0.000, 0.000, 0.000, 0.000, 0.000, 0.001, 0.001, 0.010, 0.020, 0.176, 0.001, 0.000, 0.000, 0.000, 0.000, 0.000],
  "spin_multiplicity": 3,
  "gap_ev": [6.91, 5.97],
  "total_charge": -1
}

---

No. 2
{
  "formula": "C14H8Cl2IN2OPtSbSe4",
  "method": "ωB97M-V with the def2-TZVPD basis set",
  "elements": ["Pt", "Cl", "C", "C", "C", "Cl", "C", "C", "C", "C", "N", "C", "C", "O", "H", "H", "H", "H", "Se", "Sb", "Se", "Se", "Se", "I", "C", "C", "C", "C", "C", "N", "H", "H", "H", "H"],
  "xyz": [[-1.371, -0.622, -1.492], [-0.685, 4.457, -1.682], [0.503, 3.190, -1.592], [1.846, 3.541, -1.471], [2.823, 2.582, -1.398], [4.497, 3.071, -1.224], [2.491, 1.212, -1.459], [3.421, 0.150, -1.394], [2.977, -1.139, -1.485], [1.604, -1.393, -1.639], [0.717, -0.425, -1.683], [1.127, 0.872, -1.588], [0.066, 1.856, -1.619], [-1.152, 1.497, -1.684], [2.112, 4.588, -1.426], [4.471, 0.373, -1.268], [3.662, -1.974, -1.435], [1.215, -2.401, -1.720], [-3.566, -3.537, 2.015], [-3.702, -3.045, -0.349], [-3.705, -0.583, -0.955], [-1.437, -3.021, -1.455], [-5.394, -4.322, -1.494], [-1.356, 2.813, 1.593], [-1.141, 0.803, 2.180], [-1.788, 0.377, 3.334], [-1.638, -0.948, 3.688], [-0.852, -1.774, 2.900], [-0.269, -1.241, 1.770], [-0.418, 0.036, 1.400], [-2.416, 1.052, 3.896], [-2.169, -1.348, 4.541], [-0.755, -2.828, 3.116], [0.282, -1.869, 1.080]],
  "forces_ev_per_angstrom": [[0.15, 0.02, -0.26], [0.02, 0.02, -0.04], [-0.04, -0.03, -0.01], [0.03, -0.03, 0.00], [-0.03, 0.04, 0.01], [-0.01, 0.00, -0.01], [0.02, -0.02, -0.03], [-0.02, -0.03, 0.00], [0.00, 0.04, -0.03], [-0.03, 0.00, -0.08], [-0.13, -0.02, 0.19], [0.03, 0.00, 0.00], [0.01, 0.04, -0.08], [-0.02, -0.07, 0.06], [0.00, -0.01, 0.00], [0.00, 0.00, -0.01], [0.00, 0.01, -0.01], [-0.01, 0.00, 0.06], [-0.11, -0.11, 0.11], [-0.26, 0.06, 0.04], [-0.09, 0.05, 0.05], [0.30, -0.08, -0.08], [-0.05, -0.08, -0.13], [0.00, 0.01, 0.08], [-0.01, -0.07, -0.05], [-0.05, 0.04, -0.05], [0.01, -0.01, 0.04], [0.07, -0.06, 0.05], [-0.06, 0.02, -0.16], [0.21, 0.23, 0.32], [0.02, 0.01, 0.01], [0.01, -0.01, 0.01], [0.00, 0.05, -0.02], [0.04, -0.01, 0.01]],
  "mulliken_charge": [0.809, -0.214, 0.654, -0.591, 0.639, -0.323, 0.346, -0.877, -0.658, -0.269, -0.337, 0.028, 0.239, -0.997, 0.422, 0.367, 0.399, 0.279, -0.711, 0.621, -0.522, -0.554, -0.724, 0.013, -0.014, -0.410, -0.244, -0.694, -0.106, -0.033, 0.328, 0.365, 0.446, 0.320],
  "gap_ev": 5.29,
  "e_above_lowest_kcal_mol": 0.0,
  "total_charge": -2
}

---

Energy values (in eV) by entry order: -161962.1955 -323996.5449.